This record from the OMol25 dataset describes C33H35BaN5O8SSe2 as an isolated structure. The level of theory is ωB97M-V/def2-TZVPD.

```
85
Properties=species:S:1:pos:R:3:forces:R:3
Ba -1.56684 -0.76034 1.00714 0.002 0.150 0.049
Se 1.45984 0.43265 2.10512 0.107 -0.044 0.009
Se -2.15682 -2.47940 -1.70319 -0.009 -0.017 -0.011
S 5.26382 -4.76361 -0.97174 -0.053 -0.040 -0.050
O 6.21084 -4.48103 0.09780 0.021 0.010 0.038
O 5.25423 -6.14664 -1.42716 0.014 0.008 0.009
O -3.18811 -1.72847 2.79476 0.075 0.024 -0.081
O -1.73779 1.80583 0.32169 -0.089 -0.123 0.082
O -5.24386 -1.80792 3.70850 0.002 0.016 0.016
O -2.56097 3.87322 0.62422 -0.032 0.016 -0.037
O -7.28242 2.58980 2.15438 -0.004 0.004 0.002
O 5.29122 -3.78888 -2.06047 0.010 0.022 0.014
N -6.30706 -0.64354 -0.32692 0.000 0.012 -0.001
N -0.15091 -3.39342 1.17364 -0.210 -0.221 0.183
N 0.95624 2.38455 0.07559 -0.015 0.017 0.063
N -3.57807 0.81189 2.01125 -0.011 -0.103 -0.110
N 1.20301 0.37127 -0.75694 -0.018 0.084 0.068
C -2.58627 2.64371 0.75109 -0.039 -0.032 0.006
C -4.59115 0.17268 2.58973 -0.069 -0.065 0.013
C 1.22565 1.09985 0.39440 0.083 0.044 -0.143
C -4.32892 -1.25879 3.09434 0.012 -0.029 -0.008
C 0.69986 3.47001 1.01407 0.034 -0.047 -0.013
C -4.99700 2.66866 1.55388 -0.046 -0.023 0.100
C -3.77450 2.02514 1.49757 0.001 0.093 -0.077
C 0.67393 2.47493 -1.27454 -0.008 -0.010 -0.055
C 0.12068 1.99579 -3.91587 0.000 0.009 0.003
C 1.11777 -3.87390 0.75644 0.026 0.159 -0.144
C 2.51261 -4.76237 -0.99495 -0.016 0.014 -0.015
C 2.90258 -1.11915 -1.82402 -0.061 -0.021 0.060
C -5.85671 0.72343 2.67243 0.018 0.115 0.023
C -3.82434 -1.74476 -1.14700 0.041 0.010 -0.020
C 3.64866 -4.50543 -0.23751 0.010 -0.024 0.002
C -0.03644 3.27710 -3.37727 0.009 0.004 0.007
C 3.50804 -3.97363 1.03324 -0.004 -0.039 0.017
C 2.24928 -3.65958 1.53309 -0.001 0.024 0.010
C 1.67081 -1.01028 -0.92412 -0.033 -0.022 -0.058
C 3.16305 4.02142 1.56360 0.004 -0.006 0.012
C 0.55071 0.93199 -3.14027 -0.016 -0.012 0.009
C 0.22960 3.53871 -2.04369 0.009 -0.006 -0.005
C -5.97693 -1.91422 -0.08002 0.007 -0.019 -0.002
C 1.80849 4.51556 1.04403 -0.016 0.023 0.029
C -6.05728 1.98876 2.14016 0.054 -0.036 -0.014
C 1.25528 -4.44964 -0.50625 0.000 -0.012 0.000
C -4.15055 -0.40146 -1.36386 0.024 0.006 -0.018
C 0.83162 1.20125 -1.80905 0.035 0.025 0.017
C 4.03321 3.34468 0.50810 -0.030 -0.001 -0.003
C -5.38334 0.08435 -0.95268 0.008 0.009 0.027
C 4.09775 -0.29100 -1.36435 -0.003 0.002 -0.001
C 4.73403 -0.80945 -0.07870 0.008 0.039 -0.016
C -4.78243 -2.49949 -0.46087 -0.005 0.016 0.031
H 0.58564 3.00921 1.99402 0.017 -0.014 0.011
H 3.79568 0.75802 -1.25326 0.010 -0.018 0.006
H 3.18667 -2.17334 -1.84505 0.036 -0.021 -0.037
H 3.57025 2.43773 0.12323 0.010 0.000 0.019
H 5.00328 3.06136 0.91964 -0.001 0.003 0.005
H -0.26610 3.90322 0.74616 0.030 0.008 -0.041
H -5.63503 1.12565 -1.13092 -0.001 0.002 -0.003
H -7.92388 1.94737 2.47568 -0.001 -0.001 -0.003
H 0.05525 4.51304 -1.60887 -0.010 -0.005 -0.003
H 0.84185 -1.59238 -1.33576 0.013 -0.027 -0.005
H 1.93509 4.96048 0.05047 -0.004 -0.011 -0.005
H -0.12385 1.82376 -4.95591 0.001 0.002 -0.004
H 4.01198 -0.84165 0.74089 0.013 -0.008 0.003
H -5.11369 3.65317 1.12454 0.002 0.002 0.004
H 4.40152 -3.78192 1.61305 -0.004 0.006 0.002
H 0.36954 -4.62365 -1.10918 0.007 0.014 0.000
H -0.36813 -3.62870 2.13588 0.064 -0.022 -0.008
H -3.44570 0.25806 -1.85650 -0.012 0.000 -0.020
H 4.20781 4.01423 -0.33857 -0.002 -0.001 -0.003
H -6.65045 0.13718 3.11840 -0.001 0.004 0.004
H 2.62641 -5.19260 -1.98251 -0.001 0.009 0.005
H 3.71239 4.87454 1.97353 -0.001 0.007 -0.006
H 5.55290 -0.15617 0.23404 0.001 -0.022 0.008
H 0.62042 -0.06861 -3.54188 0.006 -0.004 0.001
H -4.58555 -3.53508 -0.21745 0.001 -0.001 -0.008
H 5.13713 -1.81331 -0.23476 -0.025 0.069 0.016
H 2.99468 3.33001 2.39431 -0.001 0.006 -0.006
H 4.84325 -0.30728 -2.16311 0.005 -0.024 0.003
H -6.70934 -2.50003 0.46655 -0.004 0.004 -0.002
H -0.89349 -3.74382 0.57158 0.022 0.012 0.013
H 1.88296 -1.38741 0.07356 0.007 -0.003 0.032
H 2.14859 -3.19087 2.50590 0.000 0.008 -0.002
H 2.63850 -0.84341 -2.84777 -0.014 0.005 0.007
H 1.44029 5.31643 1.69160 0.011 0.012 0.004
H -0.40097 4.07592 -4.01037 0.000 -0.001 -0.001
```
Positions in Å, forces in eV/Å.

Values from the calculation:
relative energy (zero: lowest compared OMol25 entry of this formula, charge and spin)	0.00	kcal/mol
molar mass	957.0	g/mol
net charge	-2
largest force on an atom	0.36	eV Å⁻¹
frontier orbital gap	7.23	eV
highest occupied orbital energy	-3.380	eV

Atomic partial charges in e from the Mulliken method, atoms 1 to 8: 1.3475 -0.0576 -0.1867 1.3489 -0.7379 -0.7513 -0.7042 -0.1534